Entry 1:
Molecular formula: C42H86BN11O32
Method: DFT, ωB97M-V with the def2-TZVPD basis set

Last column: Mulliken charge in e.
Atoms and positions in Å:
H: 0.16055 6.84808 -1.77409  0.220
H: 5.56271 -11.08695 -3.42367  0.293
C: 6.52962 2.32365 4.82195  0.706
N: 0.57962 9.92679 -2.45242  -0.399
O: 5.94593 10.93312 7.44226  -0.686
N: -7.57266 9.16780 -2.15054  -0.407
O: 4.64290 -12.14598 6.75289  -0.315
H: 7.26087 -1.16772 6.12787  0.310
O: -2.54268 -4.24192 10.19803  -0.614
H: 7.19040 -5.05583 -3.90747  0.298
H: 1.50886 -8.00149 -4.90937  0.179
H: -4.14144 0.03444 -9.02187  0.419
O: 0.55159 3.06266 2.10020  -0.473
N: 1.15513 -7.52867 -5.72877  -0.379
H: -5.46347 -4.02948 1.76336  0.275
C: -2.68504 1.61875 -7.31347  -1.363
C: 6.32732 3.53660 2.71751  -0.668
H: -10.54944 -5.33584 1.46465  0.303
H: 7.20476 -0.94744 7.82492  0.355
H: 5.84072 3.48709 -7.18314  0.225
H: 3.48527 7.65368 -13.05061  0.369
H: 5.48939 -8.49391 5.73603  0.289
H: -10.08450 -5.26619 3.10298  0.318
O: -5.33596 0.75810 -6.45744  -0.224
C: 3.99487 5.21245 -9.19009  0.765
C: -5.38331 4.48232 -7.01308  -1.239
H: -7.41016 2.25783 -5.53834  0.434
H: -7.56530 3.35624 -7.01926  0.410
O: -8.01343 -3.99125 2.21411  -0.582
O: 0.28028 0.67014 2.19257  -0.367
C: 4.85089 10.46652 7.08619  0.649
O: -1.56554 2.28588 1.89495  -0.493
C: 5.34827 -11.17908 6.15065  0.739
C: 7.06844 -6.39942 -2.09042  -0.177
H: -4.66941 -5.31199 0.75671  0.312
O: 2.95992 5.59452 -8.60340  -0.607
H: -4.73440 -3.71256 -0.82200  0.340
H: -6.60071 4.97465 7.57678  0.241
C: -7.82818 -5.07780 1.65003  0.770
H: 4.85074 6.39935 -12.92106  0.307
N: 4.62351 9.39304 6.39690  -0.370
H: -7.09572 7.88796 0.59860  0.246
H: 1.01949 -5.18342 8.67896  0.268
O: 7.36949 -7.70820 -2.63229  -0.323
H: 0.24998 -5.03180 -4.21516  0.214
H: -6.55786 5.32714 10.76201  0.168
H: 7.67488 1.05548 6.57465  0.292
H: -4.73134 3.52488 -9.37561  0.539
H: 2.75408 7.08607 -10.70896  0.330
H: -1.77684 1.69825 -7.91092  0.391
H: -8.26633 5.02122 11.07771  0.224
H: 5.74004 -15.10087 7.43588  0.363
H: 1.51619 7.60593 -2.64103  0.184
C: 4.89041 3.93996 -7.46583  -0.617
H: -6.10333 4.61151 -7.82116  0.408
C: -7.95365 8.59850 -1.03746  0.600
C: -4.02157 2.04168 -8.09825  1.437
H: 3.98594 -8.46913 4.76217  0.250
O: -9.07481 8.25900 -0.85889  -0.631
C: 0.56898 0.68564 -0.14387  0.562
H: 5.74563 4.29267 3.24486  0.306
C: 6.63308 -0.75426 6.91719  -1.162
H: -4.01292 5.62755 -8.13668  0.441
C: -0.25075 3.95644 2.66105  0.611
H: -6.09799 8.54803 -0.68898  0.172
C: -4.32840 1.09507 -9.18973  -1.793
C: 0.56287 -6.38527 -5.60354  0.684
H: -5.43561 5.37208 -6.38564  0.431
H: 5.80640 -6.06573 -3.85248  0.290
O: 0.09258 4.96105 3.26789  -0.641
H: 7.27250 3.96016 2.37789  0.284
O: -6.71126 -5.52209 1.07882  -0.340
O: -1.16177 8.94321 -1.69980  -0.661
O: -8.72818 4.79511 8.57681  -0.685
C: -10.03500 -5.91698 2.22998  -0.697
N: -7.46022 4.97941 10.47063  -0.386
C: -1.15860 -1.69984 8.39422  -1.056
H: -2.56408 2.29379 -6.46624  0.295
O: -1.50463 -3.97229 8.20584  -0.332
N: 3.86086 11.27998 7.21701  -0.405
O: 4.44092 -10.29298 5.69059  -0.307
O: 6.22028 1.13169 5.34736  -0.255
O: -0.01107 1.82697 0.16096  -0.457
H: 5.32731 -9.32755 4.19039  0.292
H: 4.86407 -14.50518 6.06722  0.307
H: -3.14698 3.56451 -9.39777  0.539
H: -0.08698 10.68424 -2.49740  0.238
O: 6.99972 3.31340 5.41218  -0.574
O: 4.34590 5.66739 -10.45594  -0.261
C: -4.80421 3.24751 -4.91682  -1.563
C: -5.69056 -3.81008 -0.30784  -1.071
H: -5.30656 3.86015 -4.16820  0.431
H: 4.07661 3.22485 -7.34559  0.276
H: 6.43961 -6.66927 -1.24197  0.316
C: -4.03907 4.64325 -7.66917  -0.733
H: -5.65273 4.99946 9.06225  0.187
C: 4.18679 7.10521 -12.42200  -1.156
H: 4.07293 12.20082 7.57362  0.226
H: 4.90320 7.83285 -12.04068  0.317
H: 0.69662 -6.57728 -3.53649  0.172
H: -5.36663 1.15744 -9.51578  0.446
H: 1.21640 -7.86781 -6.67816  0.220
C: 4.81173 -9.08439 5.11944  -0.646
H: -6.48061 -4.01559 -1.03012  0.294
H: -0.24327 -6.00915 7.72923  0.282
H: 1.43315 9.99285 -2.98837  0.194
H: 3.81199 9.16627 5.84001  0.186
N: -5.17556 2.01489 -7.12032  0.626
H: 4.48423 -13.34592 8.39687  0.308
O: -2.67770 3.93419 2.94192  -0.651
H: -5.81054 -2.78909 0.05448  0.306
H: 5.99189 1.30816 7.36237  0.296
C: 5.24338 -13.04851 7.67346  -0.186
H: 6.56185 -13.98859 6.28605  0.298
H: 2.70069 5.75308 -11.78585  0.256
C: 6.49427 -8.75928 -2.62792  0.699
O: 0.18858 -5.65689 -6.51899  -0.682
H: 0.58152 -6.83474 8.98489  0.268
H: 6.27369 -11.64080 -1.93375  0.286
N: 0.43292 -6.01785 -4.33499  -0.407
H: 2.94020 10.87387 7.12996  0.188
N: 0.66598 7.66010 -2.09853  -0.383
O: 4.93060 4.43853 -8.77293  -0.299
H: 4.72591 4.81899 -6.84266  0.311
O: 7.14652 -9.93281 -2.97937  -0.319
C: 6.62858 0.76362 6.66509  -0.187
C: -1.74500 -4.55985 9.31234  0.838
C: -1.67504 3.40714 2.49830  0.567
C: 0.66894 -0.18988 1.14490  0.594
O: 0.82911 0.31337 -1.29374  -0.662
H: -2.29407 -2.84026 6.82637  0.267
H: -2.67300 0.60733 -6.90729  0.423
H: 7.89018 -5.80101 -1.69705  0.258
C: 6.48312 -5.50331 -3.20918  -1.017
C: -3.92673 3.46387 -8.64281  -1.364
H: 7.16966 -11.91323 -3.39595  0.227
H: -3.67584 1.22896 -10.05248  0.384
H: -3.19758 4.49394 -6.99265  0.316
H: 5.66982 -1.26314 6.95294  0.319
N: -6.99048 8.46519 -0.22348  -0.364
C: 0.16640 -5.86010 8.72826  -0.624
H: -3.76687 3.52227 -5.10799  0.329
C: 5.62740 -14.22717 6.79396  -1.109
O: 5.31180 -8.70419 -2.37596  -0.549
H: -6.63824 9.54543 -2.21670  0.158
H: -1.42293 -0.69784 8.05624  0.408
O: 0.98382 -1.37368 1.25916  -0.605
H: -7.54888 4.01580 -5.44037  0.399
C: -5.61336 3.22149 -6.24774  1.380
C: -0.02727 8.83332 -2.10715  0.608
O: -8.73616 -6.09247 1.58918  -0.324
H: -3.21545 -2.60394 8.25246  0.322
C: 3.40024 6.40894 -11.26761  -0.217
C: 6.51261 -11.19825 -2.90079  -0.614
C: -5.56555 -4.71361 0.92095  -0.162
H: 5.91477 -4.66220 -2.81218  0.329
N: -6.49946 4.77165 8.56097  -0.379
H: 5.72252 3.40610 1.82014  0.274
H: 5.32789 8.67549 6.30170  0.212
H: -0.23319 -1.83055 7.83327  0.283
H: 6.11176 -12.67788 8.21813  0.286
C: -2.19417 -2.76964 7.90948  -0.255
O: 6.31916 2.25662 3.46849  -0.296
O: -0.90888 -5.53269 9.53906  -0.343
H: -0.98189 -1.74048 9.46903  0.289
H: -10.61241 -6.84052 2.27187  0.257
C: -7.14120 3.19356 -6.02842  -1.613
O: 6.56418 -10.99763 6.20838  -0.569
C: -7.61299 4.84748 9.17676  0.631
H: -8.22788 9.57762 -2.80079  0.227
H: -4.70642 2.26744 -4.44991  0.418
B: -0.16746 1.95192 1.59642  1.014

As for the total charge: 0. The value obtained for the HOMO energy is -8.7 eV. As for the frontier orbital gap: 2.40 eV. The LUMO energy comes out at -6.3 eV. As for the total energy: -127533.7720 eV.


Entry 2:
Molecular formula: C42H95Br2F3N6OP
Method: DFT, ωB97M-V with the def2-TZVPD basis set

Last column: Mulliken charge in e.
Atoms and positions in Å:
Br: -3.22302 -0.96673 -6.52322  -0.051
H: 3.92599 2.22429 -0.66597  0.254
C: -4.25979 10.01531 -6.71505  -0.669
H: -0.95106 -13.20092 -0.83226  0.281
H: -4.69386 -7.00097 6.43561  0.288
C: -1.73536 -10.05965 -0.30506  -0.689
C: -4.20893 8.48724 -6.65102  -0.187
H: 0.33194 -14.05789 0.01050  0.385
N: 1.88879 5.44361 -5.93066  -0.726
C: -0.23927 -5.16873 1.55578  -0.519
H: 1.60911 4.16399 -1.20224  0.242
H: 1.27704 0.79739 -5.39162  0.593
C: 5.09014 3.24193 7.79003  -0.739
H: -2.26333 -6.80679 7.07452  0.224
H: -1.92348 -11.21109 2.31691  0.047
C: 1.03773 -3.01196 1.07596  -0.664
C: -0.63664 -12.53608 1.21950  -0.406
H: -0.25889 -7.30101 5.24764  0.399
H: 3.07971 4.57968 -0.32282  0.428
H: 2.04351 2.35395 2.64881  0.500
H: 0.48359 2.30241 -3.63628  0.247
H: -5.90652 10.37246 -5.36026  0.231
H: -2.52159 -8.39203 5.48564  0.349
N: 3.20250 2.33899 -4.55167  -0.428
O: 0.41242 7.41977 -7.95650  -0.551
H: -2.38660 -8.49573 1.05216  0.280
H: -2.49085 -5.11352 7.43503  0.432
H: -1.69536 -1.45480 -0.44974  0.370
H: 3.92397 4.09439 -5.47322  0.249
C: 0.81294 -4.47499 0.69708  -0.737
H: -3.50987 10.43788 -6.03893  0.302
N: 0.68792 3.72277 -5.17150  0.462
C: -0.78198 0.22691 -5.34003  0.321
H: -0.94735 2.66586 -4.55084  0.561
H: 0.08608 -1.09449 1.21132  0.305
C: -4.60320 7.88396 -5.30399  -0.433
H: 1.76298 -5.00614 0.79585  0.414
H: -2.70222 -12.68260 1.79229  0.426
H: 4.63548 3.99755 9.74036  0.379
H: -5.63630 8.14403 -5.06220  0.292
H: 6.78795 5.50087 8.15165  0.277
H: 2.71169 5.11888 4.99050  0.375
H: 4.36617 0.51260 1.43918  0.359
C: -2.20627 -7.97337 4.52616  -0.143
H: 5.76644 2.47068 8.17132  0.383
H: -1.15008 -3.08473 -0.75793  0.314
H: -3.96586 10.32934 -7.72173  0.389
C: -5.62156 10.62512 -6.38545  -0.438
C: -2.86291 -6.61266 4.30092  -0.498
C: -0.80411 -2.08758 -0.47382  -0.557
N: 0.56053 8.39011 -5.52791  -0.588
C: -0.65386 -13.60854 0.13534  -1.236
H: -0.30335 -1.49588 -2.51511  0.025
H: 1.07394 8.00900 -4.74166  0.285
C: 0.31979 1.26763 -5.58020  -1.072
F: -2.79321 1.43294 -5.44709  -0.221
H: 3.96309 0.68727 3.14774  0.289
H: -1.14102 4.70332 -5.42016  0.261
H: 0.09114 -11.76270 0.95729  0.243
H: -2.23979 -9.64256 -1.18075  0.410
H: -3.57163 -10.75187 0.56916  0.364
C: 2.85953 2.45048 -0.74239  0.081
H: 2.74848 4.13577 6.44742  0.373
C: 2.13868 2.02777 0.53649  -0.679
H: 0.49910 -0.55744 -1.26807  -0.012
H: -2.65157 8.03225 -4.37056  0.027
H: 0.53315 -4.55177 -0.35784  0.275
H: -6.89813 9.11953 -7.31337  0.280
C: 2.61747 2.74086 1.80147  -0.853
H: 6.29632 5.83423 9.80582  0.381
H: 3.20488 3.42410 4.90088  0.204
H: -0.28229 -12.97804 2.15415  0.398
H: 0.03497 -5.13247 2.61252  0.282
C: 3.26407 4.33178 5.50660  -1.185
H: 5.55194 2.75463 5.75190  0.272
C: -0.68220 -7.93275 4.46504  -1.007
H: 7.10486 4.31623 9.41967  0.296
C: 5.55754 3.64539 6.39002  -0.560
C: -3.68945 8.30942 -4.15844  -0.925
H: -0.85982 -8.15133 0.23487  0.255
H: -1.22170 -4.70628 1.44388  0.257
H: 6.59872 3.97540 6.43238  0.356
H: 0.31086 1.58599 -6.62100  0.386
F: -1.75422 1.11765 -7.31413  -0.226
H: -0.08334 8.02277 -8.52297  0.359
C: 0.12234 2.47393 -4.65020  -0.779
C: -6.72769 10.19694 -7.34390  -1.198
H: -0.96048 -2.42394 1.64212  0.349
H: 3.17764 4.18311 -2.02706  0.382
H: 4.31109 5.14328 8.46387  0.221
C: 4.71873 4.73499 5.72371  -0.515
H: 4.18436 2.09293 -4.52199  0.330
H: 1.37679 -2.96291 2.11552  0.473
C: -2.50774 -5.54486 5.33720  -0.691
H: -2.57729 -6.23932 3.31122  0.121
H: -4.58228 6.79360 -5.39308  0.327
H: -3.94758 -6.74696 4.26752  0.425
H: -2.57055 -8.66370 3.76012  0.131
H: -0.33923 -6.21687 1.27507  -0.049
H: -5.52672 11.71308 -6.41095  0.374
H: -2.83075 -11.89581 -0.52133  0.342
H: 4.75971 5.65540 6.31183  0.414
H: 1.04060 -2.19918 -1.62392  0.352
H: 4.34402 3.16114 2.99023  -0.221
C: -1.45548 -8.94182 0.69373  -0.673
C: 4.10681 2.57920 2.09711  0.163
H: 2.47381 1.83130 -1.56554  0.083
H: 4.70644 3.01282 1.29061  0.317
N: -0.13677 4.76289 -5.51028  -0.291
H: -1.44289 -5.30479 5.26403  0.216
C: -2.60746 -11.17521 0.26974  -0.815
H: -3.97774 7.83277 -3.22080  0.386
H: -4.90604 -5.28164 6.76891  0.289
C: -2.00382 -11.90276 1.47324  -0.398
C: 0.15892 -1.56178 -1.53160  -0.432
H: 2.37555 3.80600 1.74259  0.338
H: -4.85099 8.06858 -7.43010  0.360
H: 2.24533 0.94830 0.66217  0.041
C: -4.31828 -6.16519 7.02786  -1.232
H: 2.89104 2.43752 -3.58739  -0.002
Br: -0.08909 -1.52675 -5.70131  -0.012
H: -7.67142 10.68150 -7.09382  0.383
C: -2.83317 -5.92055 6.78210  -0.502
P: -0.29697 7.29146 -6.49741  0.429
N: 3.09606 3.59868 -5.18222  -0.049
C: 2.67085 3.92458 -1.09119  -1.243
H: -3.04093 -4.62308 5.08188  0.446
H: 1.06495 2.20981 0.41539  0.486
C: 1.93568 4.19869 -5.41955  0.511
H: -0.90162 -9.30846 1.55980  0.171
C: -0.19353 -2.11552 0.92741  -0.723
H: -3.19206 8.16131 -6.89190  -0.085
F: -1.14167 0.27715 -4.02397  -0.286
H: -0.78921 -10.46985 -0.66848  0.306
H: -6.47778 10.46682 -8.37211  0.296
H: -3.72011 9.38746 -3.99567  0.297
H: 5.17179 4.97565 4.75720  0.339
H: -0.34549 -7.54963 3.49929  0.010
H: 4.10561 2.77046 7.72630  0.310
H: -0.08776 9.07364 -5.14737  0.290
H: -1.35384 -14.40715 0.39004  0.299
C: 6.37935 5.04698 9.05600  -1.195
H: 5.58687 1.06553 2.57625  0.409
C: 4.52804 1.13064 2.32480  -1.352
H: -4.51055 -6.39694 8.07590  0.387
H: -0.26664 -8.93375 4.59149  0.368
C: 0.61032 5.77260 -5.96840  0.239
H: 1.86030 -2.61070 0.47537  0.287
C: 5.02819 4.38827 8.79849  -0.365
C: -2.09081 0.51982 -6.15618  0.692

As for the total charge: +1. The value obtained for the HOMO energy is -11.9 eV. As for the frontier orbital gap: 9.18 eV. The LUMO energy comes out at -2.7 eV. As for the total energy: -213604.4443 eV.


Q: Which value of frontier orbital gap does entry 2 give?
A: 9.18 eV


Q: What is the frontier orbital gap in the second record?
A: 9.18 eV


Q: Which value of total charge does entry 2 give?
A: +1


Q: The lowest frontier orbital gap belongs to which entry?
A: C42H86BN11O32